This record from the Open Molecules 2025 dataset describes C4H8OS2 as an isolated structure. The level of theory is ωB97M-V with the def2-TZVPD basis set.

Each line ends with the Löwdin charge.
CARTESIAN COORDINATES (ANGSTROEM)
C: -1.22 0.40 -0.64  -0.507
C: 0.02 0.25 0.18  -0.744
C: 1.24 0.79 -0.55  -0.391
C: 0.61 -1.17 0.42  -0.384
H: -2.06 -1.66 0.24  -0.155
H: -1.38 1.47 -0.65  0.092
H: -1.04 0.10 -1.70  0.099
H: 0.70 0.91 1.81  0.067
H: 1.16 0.70 -1.61  0.067
H: 1.66 1.80 -0.26  0.108
H: 0.28 -1.93 -0.29  0.076
H: 0.48 -1.54 1.45  0.093
O: -0.16 0.91 1.42  -0.019
S: -2.61 -0.46 0.11  0.762
S: 2.32 -0.56 0.06  0.834

Computed properties:
**Maximum force**: 0.0379 hartree/bohr
**Electronic energy**: -1028.791351 Ha
**2S+1**: 1
**Energy above the lowest of the compared OMol25 structures with the same formula, charge and spin**: 19.9 kcal per mole
**HOMO level**: -9.03 eV
**Frontier orbital gap**: 9.72 eV